Record 1
Computed, not measured: a molecular structure, C11H15BrClIrO2V at a distorted geometry, with the ωB97M-V functional and the def2-TZVPD basis.

Each line ends with the natural charge from an NBO analysis.
Element x y z (Å)
Ir (0.374, -1.024, -2.327)  0.93
Cl (0.461, -1.704, -4.580)  -0.51
C (2.128, -0.266, -1.676)  -0.97
C (-1.532, -0.421, -2.622)  -0.86
H (2.423, 0.479, -2.424)  0.23
H (2.414, 0.052, -0.654)  0.20
H (2.706, -1.189, -1.899)  0.24
H (-1.511, 0.173, -3.560)  0.23
H (-1.966, 0.140, -1.776)  0.20
H (-2.038, -1.391, -2.807)  0.22
V (0.546, 0.134, 0.077)  1.08
C (-0.002, -2.061, -0.674)  -0.91
C (0.184, 1.667, -1.364)  -0.49
H (-1.048, -2.294, -0.529)  0.24
H (0.422, -2.946, -1.188)  0.28
H (0.547, -2.031, 0.267)  0.20
H (-0.824, 2.066, -1.600)  0.16
H (0.862, 1.970, -2.237)  0.17
Br (0.436, 3.827, 3.052)  0.11
C (0.976, 2.514, 4.265)  -0.08
C (1.210, 2.823, 5.605)  -0.22
C (1.630, 1.838, 6.511)  -0.19
C (1.843, 0.515, 6.052)  -0.20
C (1.581, 0.204, 4.715)  -0.18
C (1.159, 1.181, 3.834)  -0.16
C (0.931, 0.821, 2.400)  0.77
O (-0.271, 0.729, 1.944)  -0.69
O (1.928, 0.570, 1.645)  -0.69
H (1.044, 3.842, 5.964)  0.23
H (1.810, 2.081, 7.551)  0.22
H (2.172, -0.257, 6.741)  0.22
H (1.728, -0.815, 4.340)  0.22

The LUMO energy (alpha / beta) comes out at -1.08 / -1.87 eV. The spin multiplicity is 6. The largest force on an atom comes out at 2.44 eV/Å. The net charge is 0. The calculation puts the HOMO energy (alpha / beta) at -7.3 / -9.1 eV.

Record 2
Computed, not measured: 2 unconnected molecules or ions with the total composition C11H15BrIN3O6P2S2 at a distorted geometry, with the ωB97M-V functional and the def2-TZVPD basis.

Each line ends with the natural charge from an NBO analysis.
Element x y z (Å)
O (1.558, 1.687, 1.156)  -0.73
C (2.429, 0.747, 0.579)  0.37
N (2.473, 0.453, -0.733)  -0.39
C (1.747, 0.885, -1.906)  -0.23
C (0.685, 2.029, -1.727)  -0.42
C (-0.759, 1.371, -1.553)  -0.55
S (-1.825, 2.239, -0.324)  0.27
C (-3.057, 0.963, 0.154)  -0.17
S (-4.454, 1.354, 0.910)  0.23
N (-2.802, -0.445, -0.101)  -0.47
C (-2.809, -1.145, -1.314)  -0.10
C (-2.460, -2.530, -1.128)  -0.12
N (-2.261, -2.678, 0.275)  -0.46
C (-2.474, -1.472, 0.827)  0.19
C (3.509, -0.621, -0.874)  -0.49
P (4.321, -0.924, -2.545)  0.76
O (3.070, -1.385, -3.634)  -0.99
I (5.762, -3.018, -2.424)  -0.45
C (4.375, -0.672, 0.438)  -0.20
Br (4.655, -2.507, 1.232)  -0.07
C (3.413, 0.007, 1.544)  -0.48
H (0.698, 1.285, 1.365)  0.50
H (1.190, -0.028, -2.319)  0.18
H (2.427, 1.195, -2.747)  0.24
H (0.640, 2.584, -2.712)  0.20
H (0.925, 2.797, -0.953)  0.25
H (-1.247, 1.366, -2.571)  0.21
H (-0.638, 0.312, -1.208)  0.24
H (-3.014, -0.740, -2.329)  0.22
H (-2.350, -3.356, -1.861)  0.22
H (-2.418, -1.235, 1.919)  0.23
H (2.841, -1.562, -0.738)  0.12
H (2.468, -1.932, -3.075)  0.46
H (5.423, -0.287, 0.387)  0.23
H (2.982, -0.656, 2.329)  0.25
H (4.065, 0.832, 1.979)  0.20
O (-5.125, -0.336, 4.544)  -0.90
P (-5.819, 1.017, 4.738)  2.41
O (-6.700, 0.982, 5.991)  -0.92
O (-6.691, 1.313, 3.512)  -0.93
O (-4.753, 2.107, 4.899)  -0.91

The LUMO energy comes out at 1.88 eV. The largest force on an atom comes out at 4.23 eV/Å. The net charge is -2. The calculation puts the HOMO energy at 0.5 eV.

Record 3
Computed, not measured: a molecular structure, C11H15ClHoLaNO3S at a distorted geometry, with the ωB97M-V functional and the def2-TZVPD basis.

Each line ends with the Mulliken spin population.
Element x y z (Å)
La (1.091, 3.295, -3.156)  -0.02
Cl (-1.008, 1.575, -2.609)  0.00
C (3.109, 2.797, -4.157)  0.00
C (0.681, 5.330, -2.190)  0.00
H (3.821, 3.631, -4.100)  0.00
H (3.547, 1.908, -3.673)  0.00
H (2.922, 2.552, -5.216)  0.00
H (1.541, 6.010, -2.247)  0.00
H (0.409, 5.177, -1.133)  0.00
H (-0.181, 5.797, -2.696)  0.00
Ho (-0.223, 0.388, -0.377)  4.05
C (0.568, -1.257, -1.766)  -0.02
C (1.153, 0.142, 1.360)  -0.01
H (1.562, -0.896, -2.115)  0.00
H (0.695, -2.278, -1.380)  0.00
H (-0.102, -1.275, -2.650)  0.00
H (0.981, 0.502, 2.394)  0.00
H (1.992, -0.576, 1.452)  0.00
O (-5.638, -2.428, 2.245)  0.00
S (-4.582, -1.601, 2.779)  0.00
O (-4.803, -0.950, 4.040)  0.00
N (-3.987, -0.557, 1.651)  0.00
C (-2.753, -0.822, 1.271)  0.00
O (-2.105, -0.076, 0.434)  0.00
C (-2.164, -2.022, 1.913)  0.00
C (-0.894, -2.581, 1.783)  0.00
C (-0.579, -3.683, 2.595)  0.00
C (-1.519, -4.191, 3.514)  0.00
C (-2.799, -3.621, 3.648)  0.00
C (-3.068, -2.535, 2.820)  0.00
H (-0.172, -2.101, 1.109)  0.00
H (0.405, -4.147, 2.506)  0.00
H (-1.265, -5.048, 4.149)  0.00
H (-3.564, -3.965, 4.346)  0.00

The LUMO energy (alpha / beta) comes out at 0.93 / 0.95 eV. The spin multiplicity is 5. The largest force on an atom comes out at 2.71 eV/Å. The net charge is -1. The calculation puts the HOMO energy (alpha / beta) at -2.5 / -2.4 eV.

Record 4
Computed, not measured: a molecular structure, C11H15ClIrNO2S2V at a distorted geometry, with the ωB97M-V functional and the def2-TZVPD basis.

Each line ends with the natural charge from an NBO analysis.
Element x y z (Å)
V (1.540, -0.065, -1.274)  0.62
Cl (3.364, -0.015, -2.563)  -0.52
C (-0.457, -0.345, -2.080)  -1.02
C (1.035, -2.157, -1.189)  -0.65
H (-0.702, -1.227, -2.694)  0.24
H (-1.470, 0.042, -1.811)  0.23
H (-0.044, 0.440, -2.746)  0.26
H (0.365, -2.580, -1.957)  0.20
H (0.873, -2.649, -0.221)  0.21
H (2.070, -2.235, -1.572)  0.25
Ir (-0.899, -0.145, 0.055)  1.00
C (0.839, -0.456, 1.109)  -0.81
C (-2.102, -1.581, 0.230)  -0.60
H (0.748, -1.415, 1.634)  0.22
H (1.807, -0.525, 0.577)  0.16
H (0.939, 0.351, 1.859)  0.23
H (-2.068, -2.233, 1.130)  0.18
H (-2.660, -2.128, -0.566)  0.18
O (-1.773, 1.356, 3.429)  -0.88
S (-2.060, 2.188, 2.288)  2.27
O (-3.408, 2.354, 1.810)  -0.88
N (-1.089, 1.675, 0.897)  -0.81
C (-0.183, 2.565, 0.507)  0.14
S (0.938, 2.039, -0.655)  -0.06
C (-0.177, 3.774, 1.283)  -0.12
C (0.725, 4.836, 1.170)  -0.15
C (0.628, 5.895, 2.073)  -0.19
C (-0.382, 5.874, 3.066)  -0.18
C (-1.266, 4.779, 3.174)  -0.18
C (-1.119, 3.707, 2.306)  -0.29
H (1.470, 4.753, 0.378)  0.25
H (1.318, 6.740, 2.020)  0.23
H (-0.509, 6.711, 3.754)  0.23
H (-2.089, 4.707, 3.881)  0.24

The LUMO energy (alpha / beta) comes out at -1.18 / -2.34 eV. The spin multiplicity is 8. The largest force on an atom comes out at 4.19 eV/Å. The net charge is 0. The calculation puts the HOMO energy (alpha / beta) at -6.8 / -9.3 eV.